{
  "formula": "C2H9OP3",
  "method": "ωB97M-V/def2-TZVPD",
  "elements": ["C", "C", "P", "O", "P", "P", "H", "H", "H", "H", "H", "H", "H", "H", "H"],
  "coordinates": [[-1.8732, -0.5042, -0.4592], [-0.9760, 0.6208, -0.0202], [0.7123, 0.0243, -0.2810], [0.9391, -0.2971, -1.7357], [0.6739, -1.7397, 0.9861], [2.0537, 1.4686, 0.7192], [-1.4836, -0.8190, -1.4844], [-1.7881, -1.3298, 0.1780], [-2.8566, -0.3247, -0.7711], [-1.0468, 0.8057, 1.1205], [-1.1595, 1.5957, -0.3177], [1.5343, -1.1757, 1.8522], [1.6538, -2.4752, 0.2604], [2.6690, 1.7027, -0.4466], [0.9478, 2.4475, 0.3994]],
  "mulliken_charge": [-1.31, -0.57, 0.66, -0.69, -0.13, -0.17, 0.32, 0.34, 0.37, 0.33, 0.56, 0.03, 0.10, 0.09, 0.09],
  "e_tot_ha": -1180.8582,
  "orbital_gap_ha": 0.3696,
  "spin_multiplicity": 1,
  "lumo_energy_ev": 0.8,
  "smiles": "CCP(=O)(P)P",
  "homo_ha": -0.3415
}

=====

{
  "formula": "C5H7NO",
  "method": "ωB97M-V/def2-TZVPD",
  "elements": ["C", "C", "C", "N", "H", "H", "H", "H", "H", "C", "C", "O", "H", "H"],
  "coordinates": [[-1.9368, -0.4186, 0.4489], [-0.9773, 0.1039, -0.5859], [-0.3755, 1.3126, -0.4992], [0.4711, 2.1486, -0.3528], [-1.8635, 0.1479, 1.3820], [-2.9751, -0.3720, 0.1028], [-1.7040, -1.4666, 0.6749], [-1.0542, -0.3117, -1.5906], [1.3882, 1.3432, -0.0805], [2.0610, 0.0581, -0.0707], [1.0956, -0.8602, 0.2809], [0.6464, -1.8025, 0.8008], [2.9032, 0.0768, 0.6174], [2.3208, 0.0407, -1.1282]],
  "mulliken_charge": [-0.93, -0.52, 0.47, -0.74, 0.30, 0.32, 0.27, 0.36, 0.47, -1.21, 0.88, -0.36, 0.35, 0.35],
  "e_tot_ha": -324.5906,
  "orbital_gap_ha": 0.3293,
  "spin_multiplicity": 1,
  "lumo_energy_ev": 0.5,
  "smiles": "CC=C=N.C=C=O",
  "homo_ha": -0.3109
}

=====

{
  "formula": "H12N4O2Si4",
  "method": "ωB97M-V/def2-TZVPD",
  "elements": ["N", "N", "N", "N", "O", "O", "Si", "Si", "Si", "Si", "H", "H", "H", "H", "H", "H", "H", "H", "H", "H", "H", "H"],
  "coordinates": [[2.8473, -0.6793, -1.7967], [-3.3623, -1.2178, 0.8302], [0.1353, -0.3877, -0.6574], [0.1473, -1.1972, 0.2336], [1.1155, -1.6140, 0.8181], [-0.9939, -1.6220, 0.6329], [2.4003, 0.8155, 1.2048], [-1.8161, 1.7572, 0.1749], [1.6773, 0.3969, -1.0875], [-2.1014, -0.6375, -0.1856], [3.5978, -1.1699, -1.4563], [2.4225, -1.0973, -2.5861], [-4.2479, -0.8118, 0.5647], [-3.4076, -2.1313, 1.2157], [3.7241, 1.4014, 1.1403], [1.4213, 1.7653, 1.7492], [2.4497, -0.2129, 2.2147], [-2.5732, 2.2724, 1.3102], [-0.4404, 1.9398, 0.4531], [-2.2370, 2.4808, -0.9643], [1.1561, 1.1086, -2.1663], [-1.9148, -1.1592, -1.6421]],
  "mulliken_charge": [-0.45, -0.53, -0.27, 1.24, -0.69, -0.48, 0.54, 0.46, 0.14, 0.38, 0.22, 0.22, 0.18, 0.22, -0.18, -0.15, -0.13, -0.16, -0.18, -0.15, -0.13, -0.11],
  "e_tot_ha": -1534.5546,
  "orbital_gap_ha": 0.3559,
  "spin_multiplicity": 1,
  "lumo_energy_ev": 0.3,
  "homo_ha": -0.3434
}

=====

{
  "formula": "C18H25BCsNO8P2S",
  "method": "ωB97M-V/def2-TZVPD",
  "elements": ["C", "C", "O", "O", "C", "O", "C", "B", "O", "C", "C", "C", "C", "O", "P", "O", "C", "C", "C", "C", "O", "N", "C", "C", "C", "C", "C", "C", "P", "S", "O", "H", "H", "H", "H", "H", "H", "H", "H", "H", "H", "H", "H", "H", "H", "H", "H", "H", "H", "H", "H", "H", "H", "H", "H", "H", "Cs"],
  "coordinates": [[2.9166, 3.1391, 0.4907], [2.7550, 3.9805, -0.7366], [3.3556, 4.9880, -0.8961], [1.9132, 3.5070, -1.7024], [0.6413, 3.0882, -1.3096], [0.0026, 3.7959, -0.5900], [0.1741, 1.8146, -1.8688], [0.4053, 0.5217, -0.8477], [1.0439, -0.6137, -1.5449], [0.2117, -1.7389, -1.6699], [-0.2012, -1.8090, -3.1411], [0.9661, -2.1609, -4.0167], [1.0709, -3.7384, -4.3564], [0.7000, -2.4775, -5.2566], [1.3198, -3.0818, -1.0972], [2.6158, -3.1643, -1.8003], [-1.0948, -1.3480, -0.7900], [-1.5299, -2.2329, 0.3646], [-0.5367, -2.0830, 1.5126], [-1.1901, -1.6853, 2.7916], [-2.3542, -1.7453, 3.0246], [-0.2891, -1.1404, 3.7875], [-0.5282, 0.2888, 3.7174], [-0.2327, 0.9949, 2.5679], [-0.5345, 2.3469, 2.4681], [-1.1426, 3.0143, 3.5226], [-1.4054, 2.3082, 4.7076], [-1.0963, 0.9560, 4.7994], [-2.6931, -1.0480, -1.7727], [-4.1019, -0.1805, -0.7326], [-0.8271, -0.0893, -0.2905], [2.9728, 2.0879, 0.2385], [2.0344, 3.2893, 1.1035], [3.7886, 3.4616, 1.0395], [0.7471, 1.6419, -2.7790], [-0.8740, 1.9588, -2.1187], [1.0046, 0.9575, 0.1381], [-0.4557, -0.8201, -3.5136], [-0.9306, -2.5735, -3.3833], [1.9006, -1.6541, -3.8348], [1.3209, -4.3264, -5.2391], [2.1583, -3.6471, -4.0720], [1.5617, -2.8800, 0.2677], [0.5627, -4.2742, -1.1592], [-2.5170, -1.9756, 0.7366], [-1.6132, -3.2693, 0.0343], [0.2129, -1.3614, 1.2110], [-0.0112, -3.0204, 1.6957], [0.6588, -1.3305, 3.4825], [0.2209, 0.5483, 1.6987], [-0.3228, 2.8617, 1.5444], [-1.3846, 4.0773, 3.3580], [-1.8586, 2.7893, 5.5755], [-1.3049, 0.4046, 5.6998], [-3.0967, -2.2732, -2.3418], [-2.3962, -0.2216, -2.8604], [-2.7127, 5.1425, 4.1437]],
  "mulliken_charge": [-0.53, 0.64, -0.56, -0.32, 0.06, -0.61, -0.26, 1.05, -0.57, 1.18, -0.88, 0.07, -1.23, -0.53, 0.38, -0.74, 0.06, -1.47, -0.25, 0.26, -0.54, -0.42, -0.31, 0.94, -0.92, -1.00, 0.13, -0.92, -0.09, -0.41, -0.26, 0.18, 0.03, 0.37, 0.33, 0.28, -0.56, 0.25, 0.35, 0.75, 0.38, 0.31, 0.06, 0.07, 0.66, 0.42, 0.29, 0.43, 0.40, -0.30, 0.19, 1.44, 0.08, 0.47, 0.11, 0.05, 1.00],
  "e_tot_ha": -2483.2689,
  "orbital_gap_ha": 0.2271,
  "spin_multiplicity": 1,
  "lumo_energy_ev": -1.7,
  "homo_ha": -0.2892
}

=====

{
  "formula": "C3H8NO",
  "method": "ωB97M-V/def2-TZVPD",
  "elements": ["C", "N", "H", "H", "H", "H", "O", "C", "C", "H", "H", "H", "H"],
  "coordinates": [[-0.7053, 1.8242, 1.5336], [-1.4411, 1.1364, 2.3135], [-0.4364, 2.8149, 1.8935], [-0.3236, 1.5219, 0.5516], [-1.5016, 0.1242, 2.1978], [-1.9147, 1.6602, 3.0531], [0.1400, -0.4469, -0.0984], [0.9098, -0.7360, -0.9816], [0.8450, -1.6970, -2.1841], [1.9912, -0.4679, -0.8752], [1.0575, -1.1746, -3.1162], [1.6017, -2.5266, -2.0187], [-0.2226, -2.0326, -2.2690]],
  "mulliken_charge": [-0.02, -0.15, 0.27, 0.30, 0.30, 0.29, -0.52, 0.25, -0.93, 0.29, 0.33, 0.30, 0.28],
  "e_tot_ha": -248.7929,
  "charge": 1,
  "orbital_gap_ha": 0.2996,
  "spin_multiplicity": 1,
  "lumo_energy_ev": -5.5,
  "homo_ha": -0.5000
}

=====

{
  "formula": "C22H29N3O5S",
  "method": "ωB97M-V/def2-TZVPD",
  "elements": ["C", "O", "C", "C", "C", "C", "O", "C", "C", "N", "C", "C", "O", "N", "C", "C", "N", "C", "C", "C", "C", "C", "C", "C", "C", "C", "S", "C", "O", "O", "C", "H", "H", "H", "H", "H", "H", "H", "H", "H", "H", "H", "H", "H", "H", "H", "H", "H", "H", "H", "H", "H", "H", "H", "H", "H", "H", "H", "H", "H"],
  "coordinates": [[5.6816, -2.0768, -0.6167], [5.0657, -1.5461, -1.7674], [3.9629, -0.7636, -1.6052], [3.2998, -0.3745, -2.7652], [2.1407, 0.3733, -2.6947], [1.6131, 0.7545, -1.4668], [0.4078, 1.3678, -1.2983], [-0.1430, 2.0745, -2.3846], [2.3257, 0.4343, -0.3020], [1.8206, 0.9188, 0.9199], [2.0105, 0.1632, 2.1368], [1.4084, -1.2363, 1.9779], [2.1398, -2.2093, 1.8986], [0.0718, -1.3204, 1.9393], [-0.8911, -0.2421, 1.9840], [-1.6620, -0.1786, 0.6665], [-2.2883, -1.4597, 0.3753], [-3.0840, -1.3880, -0.8397], [-4.2525, -0.4571, -0.6660], [-4.4948, 0.5722, -1.5638], [-5.5805, 1.4141, -1.3912], [-6.4306, 1.2383, -0.3138], [-6.1911, 0.2167, 0.5910], [-5.1103, -0.6267, 0.4144], [-1.2776, -2.4970, 0.3001], [-0.5542, -2.5918, 1.6410], [1.8463, 2.5715, 1.1645], [3.4727, 2.8918, 1.9190], [1.8219, 3.2722, -0.0785], [0.8370, 2.8549, 2.1430], [3.4835, -0.3269, -0.3755], [6.4381, -2.7695, -0.9820], [4.9648, -2.6155, 0.0099], [6.1687, -1.2944, -0.0249], [3.6955, -0.6874, -3.7177], [1.6336, 0.6367, -3.6090], [0.5757, 2.7898, -2.7910], [-0.4839, 1.3972, -3.1765], [-0.9967, 2.6130, -1.9766], [1.5231, 0.7226, 2.9360], [3.0701, 0.0285, 2.3931], [-0.4170, 0.7217, 2.1540], [-1.5910, -0.4539, 2.8011], [-2.4448, 0.5777, 0.7495], [-0.9684, 0.1236, -0.1323], [-3.4600, -2.3962, -1.0462], [-2.4748, -1.0695, -1.7050], [-3.8307, 0.7169, -2.4045], [-5.7606, 2.2107, -2.0984], [-7.2768, 1.8957, -0.1784], [-6.8517, 0.0774, 1.4343], [-4.9125, -1.4222, 1.1166], [-1.7658, -3.4501, 0.0819], [-0.5360, -2.2921, -0.4941], [0.2227, -3.3566, 1.6114], [-1.2764, -2.8254, 2.4292], [3.4940, 2.4921, 2.9232], [3.5965, 3.9665, 1.9354], [4.2231, 2.4370, 1.2855], [3.9916, -0.5973, 0.5340]],
  "mulliken_charge": [-0.75, -0.50, 0.45, -0.94, -0.67, -0.38, 0.01, -1.25, -0.32, 0.93, -1.46, 0.76, -0.71, 0.05, -1.09, -0.34, 0.14, -0.91, 0.44, -0.36, -0.68, -0.38, -0.63, -0.16, -0.54, -1.06, 1.26, -1.12, -0.66, -0.71, 0.47, 0.25, 0.33, 0.28, 0.46, 0.45, 0.41, 0.36, 0.27, 0.75, 0.53, 0.30, 0.45, 0.64, 0.05, 0.42, 0.30, 0.37, 0.38, 0.38, 0.39, 0.39, 0.44, 0.28, 0.49, 0.32, 0.33, 0.46, 0.29, 0.35],
  "e_tot_ha": -1794.3543,
  "orbital_gap_ha": 0.3137,
  "spin_multiplicity": 1,
  "lumo_energy_ev": 0.6,
  "smiles": "COc1ccc(OC)c(N(CC(=O)N2CCN(Cc3ccccc3)CC2)S(C)(=O)=O)c1",
  "homo_ha": -0.2931
}

=====

{
  "formula": "H5S3",
  "method": "ωB97M-V/def2-TZVPD",
  "elements": ["S", "H", "S", "H", "H", "S", "H", "H"],
  "coordinates": [[-0.2157, 1.3770, 0.4608], [0.1833, 1.1909, -0.8165], [2.6220, -1.0622, -0.8345], [3.3082, -0.1599, -1.5897], [1.6193, -0.1655, -0.5688], [-2.5917, -0.9845, 0.9786], [-1.5207, 0.0067, 0.6583], [-3.4047, -0.2025, 1.7117]],
  "mulliken_charge": [-0.70, 0.01, -0.31, 0.11, 0.11, -0.47, 0.17, 0.07],
  "e_tot_ha": -1197.5870,
  "charge": -1,
  "orbital_gap_ha": 0.2544,
  "spin_multiplicity": 1,
  "lumo_energy_ev": 3.3,
  "homo_ha": -0.1315
}